[1]
137
Properties=species:S:1:pos:R:3:lowdin_charge:R:1 method="wB97M-V/def2-TZVPD" charge=0 spin_multiplicity=1 homo_ev=-8.40 gap_ev=7.44 lumo_energy_ev=-0.958
C -0.88 7.46 -0.78 -0.16
C -1.07 5.95 -0.28 -0.50
S -1.91 5.02 -1.64 0.84
C -1.49 3.22 -1.60 -0.43
C -0.59 2.78 -0.40 -0.17
C -1.25 1.94 0.70 0.04
C -0.53 1.42 1.86 -0.11
C -1.20 0.51 2.97 -0.21
N -0.41 -0.72 3.28 -0.02
C 0.96 1.71 2.04 -0.27
N 1.81 1.30 3.04 -0.23
S 3.30 1.94 2.61 0.97
N 2.90 2.73 1.21 -0.26
C 1.56 2.56 0.92 -0.21
C 0.84 3.09 -0.29 -0.09
C 1.49 3.92 -1.45 -0.13
C 2.79 4.73 -1.06 -0.12
C 4.13 3.94 -1.33 -0.16
F 4.28 3.02 -2.37 0.03
C 5.18 4.17 -0.47 -0.23
F 5.87 3.08 0.06 0.05
F 5.56 5.42 -0.07 0.10
H -1.84 7.90 -1.18 0.07
H -0.60 8.05 0.15 0.08
H -0.10 7.56 -1.57 0.07
H -1.75 5.98 0.61 0.05
H -0.05 5.57 0.00 0.07
H -2.46 2.64 -1.51 0.08
H -0.96 2.91 -2.54 0.09
H -2.34 1.66 0.66 0.11
H -2.19 0.13 2.56 0.11
H -1.40 1.10 3.91 0.12
H 0.26 -0.54 4.03 0.06
H 0.13 -1.02 2.46 0.06
H 0.70 4.65 -1.82 0.08
H 1.74 3.28 -2.35 0.13
H 2.77 5.16 -0.02 0.13
H 2.83 5.62 -1.76 0.09
C 0.09 -5.35 5.52 -0.15
C 1.37 -5.37 4.70 -0.16
O 0.93 -5.43 3.34 -0.18
S -0.47 -4.64 3.19 0.63
O -0.20 -3.32 2.71 -0.23
O -1.41 -5.51 2.57 -0.24
O -0.82 -4.54 4.77 -0.18
H -0.33 -6.35 5.61 0.13
H 0.25 -4.93 6.51 0.14
H 2.00 -6.22 4.94 0.10
H 1.93 -4.44 4.83 0.14
C 1.78 -9.68 2.96 -0.16
C 1.00 -10.39 4.04 -0.16
O 1.89 -10.45 5.16 -0.18
S 2.84 -9.15 5.15 0.64
O 2.28 -8.18 6.04 -0.24
O 4.19 -9.58 5.23 -0.21
O 2.53 -8.67 3.64 -0.19
H 2.49 -10.36 2.47 0.13
H 1.14 -9.24 2.20 0.14
H 0.68 -11.39 3.75 0.14
H 0.12 -9.81 4.34 0.12
C 5.91 0.26 -0.89 -0.17
C 4.59 -0.06 -0.20 -0.18
O 4.22 -1.35 -0.69 -0.19
S 5.55 -2.21 -1.00 0.63
O 5.81 -3.06 0.11 -0.21
O 5.48 -2.70 -2.34 -0.23
O 6.61 -0.99 -0.95 -0.18
H 5.74 0.60 -1.92 0.11
H 6.49 1.00 -0.35 0.12
H 3.82 0.67 -0.41 0.12
H 4.73 -0.14 0.88 0.11
C -3.64 -4.65 0.31 -0.17
C -2.37 -4.67 -0.51 -0.17
O -2.80 -4.74 -1.87 -0.19
S -4.21 -3.94 -2.01 0.63
O -3.94 -2.63 -2.49 -0.23
O -5.15 -4.81 -2.64 -0.23
O -4.56 -3.84 -0.44 -0.19
H -4.07 -5.65 0.40 0.12
H -3.49 -4.23 1.30 0.13
H -1.73 -5.52 -0.27 0.13
H -1.80 -3.74 -0.38 0.14
C 5.00 6.55 -5.81 -0.16
C 4.76 7.84 -5.05 -0.17
O 3.34 8.00 -5.02 -0.19
S 2.65 6.54 -4.98 0.64
O 2.32 6.23 -3.63 -0.24
O 1.69 6.46 -6.03 -0.21
O 3.95 5.67 -5.40 -0.18
H 4.91 6.71 -6.89 0.14
H 5.97 6.11 -5.59 0.14
H 5.23 8.70 -5.52 0.14
H 5.11 7.76 -4.02 0.13
C -4.69 -8.53 1.85 -0.17
C -5.47 -9.24 2.94 -0.17
O -4.59 -9.29 4.06 -0.19
S -3.63 -7.99 4.04 0.62
O -4.18 -7.02 4.93 -0.21
O -2.27 -8.43 4.12 -0.23
O -3.94 -7.52 2.53 -0.21
H -3.98 -9.22 1.37 0.13
H -5.33 -8.09 1.10 0.14
H -5.79 -10.24 2.65 0.14
H -6.35 -8.65 3.23 0.14
C 5.06 -1.22 -4.96 -0.17
C 4.50 0.15 -4.61 -0.17
O 5.36 1.08 -5.27 -0.19
S 5.91 0.42 -6.64 0.63
O 5.10 0.89 -7.71 -0.22
O 7.33 0.51 -6.65 -0.22
O 5.49 -1.11 -6.32 -0.18
H 5.93 -1.46 -4.35 0.12
H 4.32 -2.01 -4.86 0.14
H 4.48 0.33 -3.54 0.11
H 3.49 0.28 -5.01 0.14
C -5.26 3.62 1.85 -0.16
C -5.86 4.86 2.49 -0.17
O -4.98 5.17 3.58 -0.18
S -3.48 4.75 3.19 0.62
O -2.79 5.90 2.71 -0.23
O -2.96 3.92 4.22 -0.22
O -3.84 3.82 1.91 -0.20
H -5.50 2.73 2.42 0.14
H -5.58 3.49 0.82 0.10
H -6.87 4.69 2.85 0.14
H -5.85 5.70 1.80 0.10
C -6.91 6.08 -3.44 -0.16
C -5.51 5.51 -3.32 -0.17
O -5.30 5.36 -1.92 -0.22
S -6.70 5.01 -1.20 0.63
O -6.77 3.60 -1.03 -0.22
O -6.90 5.93 -0.14 -0.22
O -7.67 5.42 -2.42 -0.18
H -6.93 7.15 -3.23 0.14
H -7.35 5.90 -4.42 0.14
H -4.76 6.17 -3.76 0.14
H -5.44 4.52 -3.79 0.14



[2]
99
Properties=species:S:1:pos:R:3:lowdin_charge:R:1 method="wB97M-V/def2-TZVPD" charge=-2 spin_multiplicity=1 homo_ev="-2.42 / -2.42" gap_ev="1.45 / 4.03" lumo_energy_ev="-0.973 / 1.608"
Sn 3.78 -2.34 2.35 0.67
O -4.05 -4.54 -8.12 -0.04
C -4.81 -3.62 -7.83 -0.67
O -5.97 -3.27 -8.19 -0.10
C -4.44 -2.68 -6.53 -0.18
C -5.43 -1.88 -5.96 -0.04
C -5.13 -1.01 -4.90 -0.03
C -3.70 -0.79 -4.69 -0.03
C -2.83 -1.63 -5.30 -0.18
N -3.15 -2.56 -6.32 0.19
C -1.35 -1.66 -5.03 -0.51
O -0.91 -2.29 -4.00 0.17
O -0.57 -0.99 -5.75 0.04
H 0.86 -1.45 -0.76 -0.01
H -6.44 -1.99 -6.33 0.10
H -5.91 -0.47 -4.43 0.07
H -3.53 -0.27 -3.77 0.07
H 0.01 -2.00 -3.90 0.13
N 3.23 -3.80 3.78 -0.17
C 4.17 -4.81 3.77 -0.62
O 4.32 -5.45 4.80 -0.06
C 5.24 -4.93 2.58 -0.22
C 5.24 -3.79 1.59 -0.45
H 2.62 -4.23 4.49 0.05
H -4.25 6.62 -0.71 0.00
H 5.07 -5.76 1.99 0.06
H 6.13 -5.22 3.14 0.10
H 4.89 -3.81 0.48 0.04
H 6.01 -3.18 1.69 -0.09
H 5.19 -1.98 3.10 -0.19
I 10.43 -1.53 -5.49 0.91
C 9.06 -0.09 -6.02 -0.75
C 9.45 1.26 -6.18 -0.11
C 8.50 2.19 -6.50 -0.08
C 7.26 1.88 -6.73 -0.18
C 6.84 0.61 -6.46 0.02
C 7.77 -0.33 -6.07 -0.17
C 6.24 2.90 -7.26 -0.38
O 6.78 3.92 -8.02 0.20
O 5.00 2.64 -7.23 0.08
H 10.48 1.46 -6.14 0.08
H 8.93 3.17 -6.68 0.14
H 5.82 0.30 -6.62 0.13
H 7.34 -1.29 -5.89 0.11
C -1.15 1.27 -3.79 -0.02
C -0.82 1.38 -2.26 -0.57
C -2.18 1.29 -1.58 -0.06
C -0.15 2.65 -1.74 -0.05
C -0.03 0.28 -1.72 -0.11
C 0.37 -0.66 -1.14 0.15
H -2.02 1.98 -4.05 0.13
H -1.15 0.34 -4.24 0.00
H -0.38 1.76 -4.34 0.07
H -2.64 2.22 -1.86 0.08
H -2.08 1.09 -0.52 0.07
H -2.74 0.53 -1.94 0.03
H -0.53 3.60 -2.09 0.08
H 0.88 2.67 -2.02 0.07
H -0.09 2.49 -0.65 0.09
C -3.17 4.07 4.75 -0.32
Si -3.35 2.60 3.68 0.17
C -5.16 1.71 4.45 -0.17
C -3.90 3.25 1.98 -0.28
Sb -1.18 1.48 3.80 0.83
Si -1.84 -1.11 3.60 0.26
C -0.27 -1.89 3.62 -0.25
C -2.90 -1.46 2.18 -0.24
C -2.83 -2.07 5.04 -0.19
Si -0.90 0.97 6.39 0.20
C -0.03 2.48 6.95 -0.30
C 0.44 -0.18 6.70 -0.24
C -2.42 0.57 7.63 -0.08
H -3.84 4.99 4.81 0.04
H -2.11 4.44 4.35 0.06
H -3.10 3.67 5.81 0.03
H -5.01 1.87 5.48 -0.06
H -5.50 0.72 4.41 -0.02
H -5.81 2.58 4.30 0.00
H -4.93 3.73 1.83 0.03
H -3.52 2.62 1.00 0.06
H -3.11 4.17 1.89 0.05
H 0.66 -1.62 3.02 0.02
H -0.16 -2.77 3.31 -0.05
H -0.02 -1.74 4.71 0.04
H -2.64 -2.59 1.88 0.09
H -2.24 -1.25 1.22 0.07
H -3.90 -1.56 2.08 -0.03
H -3.63 -1.47 5.32 -0.04
H -2.36 -2.15 6.17 0.08
H -3.18 -3.02 4.76 -0.01
H 0.41 2.21 7.92 0.02
H -0.83 3.24 7.03 0.02
H 0.79 2.88 6.31 0.05
H 0.91 -0.94 6.28 -0.06
H -0.13 -0.88 7.67 0.14
H 1.27 0.45 7.14 0.05
H -3.43 1.16 7.43 0.01
H -2.81 -0.43 7.49 -0.07
H -3.76 7.07 -0.36 0.00



[3]
105
Properties=species:S:1:pos:R:3:lowdin_charge:R:1 method="wB97M-V/def2-TZVPD" charge=+1 spin_multiplicity=1 homo_ev=-12.22 gap_ev=9.49 lumo_energy_ev=-2.726
C 4.32 -1.35 -0.20 -0.10
C 3.83 -0.83 -1.62 -0.21
C 3.76 0.79 -1.66 -0.07
C 2.62 1.18 -0.66 -0.22
N 2.63 1.71 0.59 0.14
C 1.28 1.84 1.06 0.05
C 0.49 1.30 -0.02 -0.25
N -0.92 1.10 -0.20 -0.01
C -1.16 -0.35 0.19 -0.22
C -2.18 -1.08 -0.76 -0.08
N 1.33 0.90 -1.11 0.20
H 3.78 -2.26 0.16 0.07
H 4.20 -0.58 0.62 0.07
H 5.44 -1.52 -0.28 0.09
H 2.79 -1.24 -1.78 0.10
H 4.44 -1.24 -2.48 0.10
H 3.47 1.15 -2.69 0.12
H 4.72 1.25 -1.31 0.13
H 3.47 1.97 1.10 0.18
H 0.88 2.25 2.01 0.13
H -1.21 1.25 -1.17 0.11
H -0.16 -0.87 0.17 0.11
H -1.49 -0.32 1.27 0.12
H -2.01 -2.19 -0.66 0.08
H -1.98 -0.83 -1.84 0.08
H -3.26 -0.91 -0.52 0.08
H 1.04 0.50 -2.00 0.18
C -1.58 4.09 1.37 -0.02
C -2.12 4.28 2.77 -0.34
C -3.49 4.89 2.83 -0.10
O -3.49 5.50 4.12 0.08
C -2.19 5.81 4.40 -0.54
O -1.84 6.49 5.31 0.17
O -1.35 5.24 3.50 0.07
H -0.52 3.82 1.40 0.05
H -2.13 3.31 0.85 0.08
H -1.65 5.02 0.79 0.10
H -2.08 3.34 3.32 0.16
H -4.28 4.15 2.75 0.14
H -3.65 5.68 2.08 0.14
C 5.66 -7.36 1.28 -0.02
C 4.80 -6.85 0.14 -0.34
C 5.03 -5.41 -0.20 -0.11
O 3.78 -5.04 -0.79 0.04
C 2.84 -5.85 -0.23 -0.55
O 1.66 -5.70 -0.35 0.16
O 3.41 -6.85 0.50 0.09
H 5.32 -8.35 1.60 0.09
H 6.70 -7.43 0.98 0.09
H 5.59 -6.70 2.15 0.09
H 4.92 -7.50 -0.73 0.16
H 5.85 -5.27 -0.91 0.14
H 5.20 -4.77 0.67 0.14
C 4.04 -0.87 -6.33 -0.02
C 5.32 -0.14 -6.00 -0.34
C 6.54 -0.74 -6.64 -0.10
O 7.57 -0.32 -5.74 0.08
C 7.00 -0.18 -4.52 -0.55
O 7.60 -0.02 -3.50 0.16
O 5.63 -0.25 -4.61 0.05
H 3.22 -0.50 -5.71 0.08
H 3.77 -0.72 -7.38 0.10
H 4.12 -1.94 -6.14 0.09
H 5.22 0.92 -6.24 0.16
H 6.72 -0.36 -7.64 0.15
H 6.53 -1.83 -6.66 0.14
C -7.22 -5.18 -1.33 -0.02
C -5.72 -4.97 -1.37 -0.31
C -5.19 -4.04 -0.32 -0.08
O -3.98 -3.57 -0.93 0.03
C -4.18 -3.62 -2.27 -0.55
O -3.45 -3.13 -3.08 0.14
O -5.32 -4.31 -2.57 0.10
H -7.55 -5.72 -2.22 0.09
H -7.51 -5.75 -0.45 0.10
H -7.76 -4.23 -1.32 0.06
H -5.21 -5.94 -1.34 0.16
H -4.98 -4.55 0.62 0.15
H -5.83 -3.19 -0.12 0.11
C -7.64 2.06 -0.47 -0.02
C -7.06 0.70 -0.78 -0.34
C -7.27 0.24 -2.19 -0.09
O -7.21 -1.18 -2.05 0.08
C -7.62 -1.46 -0.79 -0.52
O -7.87 -2.56 -0.39 0.13
O -7.72 -0.33 -0.04 0.10
H -7.62 2.26 0.60 0.09
H -7.08 2.85 -0.98 0.09
H -8.69 2.12 -0.78 0.09
H -6.00 0.68 -0.50 0.15
H -6.49 0.60 -2.87 0.14
H -8.25 0.51 -2.59 0.15
C 0.90 5.54 7.42 -0.02
C 1.82 6.40 6.58 -0.34
C 1.90 5.97 5.14 -0.11
O 3.19 6.46 4.76 0.06
C 3.95 6.49 5.89 -0.55
O 5.12 6.67 5.91 0.17
O 3.18 6.27 7.00 0.09
H 1.02 5.78 8.48 0.09
H -0.14 5.70 7.14 0.07
H 1.14 4.48 7.31 0.09
H 1.54 7.45 6.67 0.17
H 1.12 6.41 4.53 0.13
H 1.90 4.88 5.01 0.13



[4]
96
Properties=species:S:1:pos:R:3:lowdin_charge:R:1 method="wB97M-V/def2-TZVPD" charge=+1 spin_multiplicity=1 homo_ev=-11.08 gap_ev=7.20 lumo_energy_ev=-3.885
Ti 0.31 -0.06 0.09 1.16
C -1.74 1.58 0.93 -0.07
C -2.47 0.56 1.52 -0.12
C -1.55 -0.13 2.41 -0.10
C -0.30 0.52 2.30 -0.15
C -0.40 1.64 1.44 -0.32
C 0.32 2.98 1.71 -0.53
C 1.54 2.80 2.62 -0.03
C -0.69 3.84 2.49 -0.04
C 0.71 3.75 0.45 -0.04
C -1.81 -1.04 3.63 -0.50
C -2.90 -2.12 3.48 -0.04
C -2.23 -0.07 4.76 -0.02
C -0.54 -1.76 4.12 -0.04
C -4.00 0.43 1.33 -0.50
C -4.73 0.83 2.63 -0.04
C -4.47 -0.99 0.87 -0.04
C -4.49 1.43 0.27 -0.06
H -2.15 2.33 0.27 0.10
H 0.53 0.36 2.96 0.12
H 1.24 2.44 3.61 0.09
H 2.02 3.77 2.76 0.10
H 2.29 2.12 2.22 0.07
H -1.10 3.29 3.35 0.10
H -1.54 4.14 1.85 0.09
H -0.21 4.75 2.86 0.10
H 1.44 3.22 -0.16 0.06
H 1.14 4.72 0.72 0.10
H -0.17 3.95 -0.18 0.08
H -3.85 -1.75 3.12 0.05
H -3.08 -2.57 4.47 0.10
H -2.57 -2.93 2.82 0.07
H -3.20 0.40 4.57 0.06
H -1.49 0.73 4.87 0.10
H -2.30 -0.62 5.70 0.10
H -0.10 -2.40 3.36 0.07
H -0.82 -2.39 4.97 0.10
H 0.23 -1.07 4.47 0.09
H -4.60 0.11 3.44 0.06
H -5.80 0.91 2.43 0.10
H -4.37 1.80 2.98 0.10
H -3.77 -1.79 1.15 0.05
H -4.61 -1.03 -0.21 0.08
H -5.43 -1.25 1.32 0.10
H -4.32 2.46 0.58 0.09
H -5.57 1.29 0.13 0.10
H -4.02 1.27 -0.71 0.07
N -1.69 -0.35 -1.21 0.03
C -1.44 -1.25 -2.35 -0.10
C -0.08 -1.85 -2.23 -0.57
O 0.26 -2.85 -2.79 0.12
O 0.68 -1.11 -1.42 -0.20
H -2.43 -0.70 -0.64 0.05
H -1.99 0.56 -1.53 0.06
H -1.47 -0.70 -3.29 0.14
H -2.17 -2.04 -2.41 0.13
B 4.68 1.33 0.06 -0.36
C 3.19 0.94 0.12 -0.15
N 2.07 0.66 0.16 0.06
H 5.11 1.02 1.17 0.04
H 4.73 2.53 -0.14 0.04
H 5.18 0.66 -0.83 0.03
C -0.82 -5.10 -0.59 -0.14
C -1.73 -4.07 0.04 -0.15
N -0.93 -2.89 0.42 0.11
C 0.41 -2.93 0.71 -0.37
N 0.98 -1.79 1.08 -0.04
C 2.33 -1.94 1.65 -0.18
C 3.16 -2.79 0.70 -0.13
C 2.54 -4.16 0.65 -0.11
N 1.06 -4.09 0.60 0.01
C 0.33 -5.35 0.36 -0.11
H -0.44 -4.73 -1.54 0.11
H -1.37 -6.03 -0.77 0.13
H -2.20 -4.49 0.92 0.12
H -2.52 -3.76 -0.65 0.12
H -1.40 -2.21 0.99 0.09
H 2.26 -2.42 2.62 0.13
H 2.77 -0.97 1.81 0.09
H 4.20 -2.86 1.02 0.13
H 3.14 -2.33 -0.29 0.12
H 2.82 -4.73 1.54 0.13
H 2.87 -4.72 -0.22 0.13
H -0.02 -5.77 1.30 0.14
H 1.04 -6.05 -0.07 0.13
Br 0.53 3.64 -6.02 0.84
C 0.47 2.80 -4.36 -0.69
C -0.60 3.02 -3.51 -0.08
C -0.59 2.37 -2.29 -0.15
N 0.38 1.54 -1.90 0.03
C 1.40 1.34 -2.74 -0.10
C 1.49 1.95 -3.97 -0.07
H -1.41 3.69 -3.78 0.12
H -1.39 2.56 -1.58 0.10
H 2.18 0.67 -2.42 0.11
H 2.35 1.77 -4.61 0.12



Computed values of total energy (unit: eV) for the preceding records, in sequence: -239534.8057, -95428.8665, -75347.2675, -140911.1474.